108
Properties=species:S:1:pos:R:3:forces:R:3:lowdin_charge:R:1 method="wB97M-V/def2-TZVPD" homo_lumo_gap_ev=9.8 smiles="O=C1CCCO1.O=C1CCCO1.O=C1CCCO1.O=C1CCCO1.O=C1CCCO1.O=C1CCCO1.O=C1CCCO1.O=C1CCCO1.CNC(C)=O" spin_multiplicity=1
O 0.641 -3.480 -2.940 -0.5 0.0 -0.3 0.0885
C -0.089 -3.072 -3.814 1.1 0.4 0.8 -0.4956
O -0.432 -3.803 -4.864 -0.7 -0.2 -0.8 0.0465
C -1.160 -2.979 -5.821 0.3 0.1 -0.6 -0.1209
C -1.624 -1.739 -5.073 -0.5 -1.1 0.8 -0.1592
C -0.635 -1.673 -3.938 0.8 0.5 -0.3 -0.0786
H -1.966 -3.583 -6.262 0.4 0.2 0.2 0.1310
H -0.432 -2.651 -6.587 -0.3 -0.5 0.1 0.1315
H -2.578 -1.880 -4.612 -0.8 -0.5 0.3 0.0973
H -1.817 -0.896 -5.688 0.6 0.9 -0.6 0.1112
H -1.069 -1.409 -2.999 -0.3 0.4 0.6 0.0958
H 0.216 -1.004 -4.123 -0.1 -0.1 0.1 0.1399
O -3.273 0.085 -3.051 -0.2 -0.1 -0.6 0.1318
C -3.557 0.553 -1.996 0.7 0.8 1.5 -0.4532
O -3.320 -0.140 -0.837 0.1 -0.4 -0.3 -0.0038
C -3.563 0.616 0.365 -0.4 -0.5 -0.8 -0.1372
C -3.813 2.020 -0.115 -0.3 1.2 -0.2 -0.1361
C -4.117 1.932 -1.612 -0.2 -1.8 0.0 -0.0445
H -2.746 0.411 1.062 0.1 0.5 -0.2 0.1159
H -4.459 0.243 0.817 -0.6 -0.6 0.3 0.1111
H -2.905 2.598 -0.015 0.0 0.4 0.3 0.0802
H -4.658 2.501 0.392 0.5 -0.1 0.2 0.1249
H -3.694 2.740 -2.173 0.3 0.2 -0.5 0.1034
H -5.168 1.811 -1.900 -0.1 0.5 0.4 0.1331
O 0.096 6.587 -4.294 0.7 1.0 -1.9 0.1542
C -0.169 6.149 -3.245 -1.9 -1.2 2.0 -0.4948
O 0.716 5.501 -2.454 0.7 0.3 -0.4 0.0009
C 0.133 5.113 -1.224 -1.0 -0.1 0.4 -0.1492
C -1.391 4.967 -1.549 0.7 0.0 0.5 -0.1659
C -1.568 6.055 -2.568 -0.4 1.2 -0.7 -0.0846
H 0.315 5.900 -0.488 -0.1 0.0 0.0 0.1319
H 0.647 4.215 -0.893 -0.4 -0.1 0.0 0.0834
H -2.055 5.080 -0.687 0.3 -0.1 0.0 0.1183
H -1.576 4.024 -2.020 0.0 -0.8 0.0 0.0947
H -1.769 6.993 -1.989 0.1 -0.4 -0.9 0.1351
H -2.373 5.902 -3.357 1.1 0.3 1.1 0.1441
O -0.989 -7.100 2.703 0.3 0.5 -1.1 0.0905
C -0.796 -6.550 1.638 -0.7 -0.2 1.6 -0.4830
O -1.353 -7.011 0.503 0.1 0.0 -0.2 0.0275
C -0.911 -6.231 -0.619 1.3 -1.0 -0.4 -0.1559
C -0.419 -4.928 -0.032 0.2 1.0 -0.6 -0.1682
C 0.024 -5.287 1.379 -0.1 -1.0 0.4 -0.0698
H -1.715 -6.207 -1.353 -0.1 0.4 0.2 0.1257
H -0.059 -6.756 -1.110 -0.5 0.0 0.3 0.1324
H -1.300 -4.314 0.048 -0.2 0.7 0.2 0.0899
H 0.310 -4.416 -0.702 -0.4 -0.4 0.6 0.1041
H -0.147 -4.572 2.203 -0.1 -0.2 -0.7 0.1170
H 1.043 -5.662 1.503 0.3 0.3 -0.4 0.1267
O -2.619 -3.467 1.978 -0.4 0.5 0.3 0.1218
C -2.819 -2.909 3.023 0.5 -0.6 0.0 -0.4610
O -1.834 -2.847 3.963 0.5 -0.3 -0.5 0.0009
C -2.336 -2.365 5.206 -0.6 0.0 -0.7 -0.1465
C -3.464 -1.455 4.762 -0.3 0.2 0.0 -0.1486
C -4.041 -2.167 3.535 0.0 0.5 -0.4 -0.0620
H -1.555 -1.886 5.777 0.3 0.1 0.0 0.1305
H -2.734 -3.223 5.730 0.0 -0.2 0.5 0.1280
H -3.070 -0.497 4.406 0.0 0.0 0.5 0.1194
H -4.162 -1.350 5.581 -0.3 0.5 0.0 0.1137
H -4.353 -1.468 2.742 0.1 -0.2 0.3 0.1124
H -4.918 -2.799 3.722 0.5 -0.2 0.1 0.1333
O 2.275 -0.022 4.504 0.2 -1.0 0.7 0.1272
C 2.014 1.071 4.134 -0.6 1.9 -0.7 -0.4845
O 1.141 1.906 4.775 -0.2 -0.9 0.6 0.0214
C 0.692 2.974 3.933 -0.6 -0.7 0.3 -0.1653
C 1.747 3.109 2.892 1.1 0.4 -1.3 -0.1534
C 2.519 1.783 2.889 0.5 0.1 1.1 -0.0676
H 0.519 3.835 4.565 0.2 0.2 0.1 0.1249
H -0.254 2.688 3.471 0.0 -0.1 0.2 0.1106
H 2.432 3.931 3.145 -0.2 -0.2 -0.3 0.1238
H 1.299 3.268 1.910 0.1 0.4 0.1 0.0906
H 3.606 1.955 3.027 -0.6 -0.3 -0.3 0.1406
H 2.358 1.089 2.072 0.1 0.3 -0.5 0.0845
O -0.687 2.546 0.463 0.6 -1.6 0.1 0.0651
C -0.389 1.362 0.613 -0.5 1.5 -0.6 -0.4560
O -0.252 0.852 1.837 -0.1 0.4 0.1 0.0175
C 0.023 -0.548 1.782 0.4 -0.7 0.0 -0.1240
C -0.348 -1.013 0.384 0.4 0.3 -0.7 -0.1074
C -0.175 0.286 -0.435 -0.4 0.0 -0.1 -0.0529
H -0.580 -1.014 2.542 -0.1 -0.2 0.4 0.1156
H 1.089 -0.717 1.985 -0.4 0.2 0.0 0.1007
H -1.391 -1.356 0.314 0.4 -0.1 0.1 0.1058
H 0.355 -1.790 0.056 -0.4 0.1 0.0 0.1184
H -0.907 0.387 -1.247 0.2 0.1 0.3 0.1121
H 0.825 0.413 -0.866 -0.1 -0.2 0.3 0.1010
O 5.462 2.119 0.353 1.3 -0.7 1.5 0.1476
C 4.745 2.341 -0.544 -1.6 1.3 -2.0 -0.4851
O 4.797 1.691 -1.749 0.4 -0.4 0.7 -0.0005
C 3.705 2.020 -2.585 -0.8 0.3 -1.0 -0.1632
C 2.770 2.948 -1.795 -0.1 -0.4 1.1 -0.1368
C 3.688 3.445 -0.676 -0.1 -0.5 0.3 -0.0550
H 3.201 1.090 -2.909 0.3 0.4 0.3 0.1189
H 4.069 2.526 -3.493 0.1 -0.2 0.3 0.1284
H 1.952 2.357 -1.345 0.3 0.2 -0.2 0.0994
H 2.336 3.781 -2.327 0.0 -0.1 -0.5 0.0921
H 3.215 3.648 0.282 -0.1 -0.2 0.0 0.1075
H 4.192 4.364 -0.950 0.3 0.2 -0.2 0.1284
C 3.969 -1.575 -1.646 -0.1 -0.9 0.0 0.0213
C 3.553 -1.132 -0.240 0.5 0.2 -2.0 -0.5268
O 2.805 -0.184 -0.080 -0.6 0.8 0.4 0.0303
N 4.128 -1.783 0.756 0.7 -1.1 0.7 0.0335
C 4.039 -1.359 2.129 -0.9 0.2 0.8 -0.0513
H 4.471 -2.545 -1.622 0.3 0.1 0.1 0.0740
H 4.616 -0.859 -2.162 -0.1 0.1 0.5 0.0790
H 3.121 -1.783 -2.295 -0.4 0.4 0.2 0.0715
H 4.685 -2.594 0.537 0.0 0.2 0.0 0.1388
H 4.419 -2.096 2.828 0.2 -0.3 -0.3 0.0935
H 2.997 -1.191 2.439 0.4 0.0 -0.2 0.0577
H 4.581 -0.441 2.311 0.2 0.3 -0.1 0.0878

---

111
Properties=species:S:1:pos:R:3:forces:R:3:lowdin_charge:R:1 method="wB97M-V/def2-TZVPD" homo_lumo_gap_ev=5.5 de_lowest_ev=1.989 spin_multiplicity=1 charge=+2
Al -0.387 -0.072 -0.201 -0.5 -0.2 -1.6 -0.1384
F -2.059 0.618 7.365 0.2 0.0 0.1 0.0788
C -0.837 0.426 6.817 -0.4 0.0 -0.5 -0.1763
C -0.748 0.385 5.456 0.1 -0.1 0.3 0.0986
C 0.506 0.248 4.835 0.1 0.0 0.4 -0.0413
C 0.615 0.147 3.414 0.6 0.0 0.0 -0.1589
O -0.467 0.050 2.680 -0.3 -0.4 0.3 0.0745
C 1.901 0.167 2.847 -1.0 0.0 -0.4 0.0380
C 2.981 0.171 3.695 0.0 0.0 0.5 0.0922
N 2.893 0.176 5.037 0.1 0.1 -0.6 0.0366
C 4.102 0.040 5.820 0.4 -0.1 0.4 -0.2462
C 4.561 1.175 6.692 0.0 0.1 0.0 -0.0884
C 5.327 0.821 5.456 0.0 0.1 0.0 -0.0611
C 1.662 0.229 5.651 -0.5 0.1 -0.3 -0.0962
C 1.530 0.235 7.042 -0.3 0.1 0.4 0.0875
C 0.283 0.310 7.658 0.6 -0.2 -0.1 -0.1277
N 0.156 0.250 9.043 -0.2 0.1 -0.1 -0.0896
C 0.990 1.004 9.947 -0.1 0.1 0.0 -0.1181
C 0.163 2.074 10.674 0.6 0.1 -0.3 -0.0735
N -0.989 1.423 11.370 -0.1 0.1 0.1 0.0661
C -1.848 0.676 10.400 -0.2 -0.5 -0.4 -0.0806
C -0.974 -0.365 9.702 -0.1 0.1 0.0 -0.1196
C 2.213 0.154 1.342 -0.1 0.0 -0.4 -0.4910
O 3.381 0.261 1.038 0.3 0.0 0.3 0.0955
O 1.244 0.052 0.513 0.5 -0.1 1.0 0.0546
H -1.645 0.508 4.869 -0.1 0.0 0.0 0.1449
H 3.974 0.136 3.269 0.0 0.0 0.0 0.1579
H 4.245 -0.970 6.186 0.0 0.0 0.0 0.1647
H 4.987 0.934 7.656 0.0 -0.1 0.0 0.1124
H 3.983 2.088 6.672 0.0 0.0 -0.1 0.1166
H 6.282 0.329 5.563 0.0 -0.1 0.0 0.1207
H 5.279 1.509 4.624 -0.1 0.0 0.0 0.1193
H 2.410 0.162 7.660 0.1 -0.1 0.0 0.1181
H 1.788 1.497 9.397 0.0 0.0 0.1 0.1348
H 1.447 0.334 10.687 0.1 0.0 0.0 0.1425
H -0.238 2.790 9.958 -0.1 0.0 0.1 0.1473
H 0.775 2.600 11.406 -0.1 0.0 0.1 0.1449
H -1.544 2.122 11.872 0.1 -0.1 0.0 0.1951
H -0.626 0.758 12.062 -0.1 0.2 0.1 0.1901
H -2.249 1.385 9.676 0.1 0.1 0.1 0.1355
H -2.674 0.203 10.931 0.1 0.1 0.1 0.1475
H -1.578 -0.925 8.994 0.0 0.0 0.1 0.1404
H -0.597 -1.078 10.448 0.0 0.0 0.0 0.1438
C -2.977 -1.518 -2.713 0.4 0.4 0.2 -0.1683
Si -1.768 -0.103 -3.116 0.2 0.0 -0.7 0.4709
C -1.601 -0.232 -5.012 0.0 0.1 0.5 -0.1715
C -2.653 1.542 -2.746 0.2 -0.3 0.0 -0.1553
C -0.051 -0.189 -2.261 0.1 0.3 0.8 -0.4341
Si 0.996 -1.678 -2.787 -0.1 0.2 0.0 0.4666
C 2.373 -2.150 -1.562 -0.3 0.2 -0.2 -0.1589
C -0.083 -3.261 -2.957 0.2 0.3 0.0 -0.1686
C 1.806 -1.409 -4.484 -0.2 -0.1 0.4 -0.1609
Si 0.943 1.419 -2.450 -0.2 -0.3 -0.9 0.5324
C 2.810 1.393 -2.119 -0.4 -0.2 0.0 -0.1414
C 0.686 2.312 -4.107 0.1 -0.1 0.5 -0.1577
C 0.222 2.591 -1.125 0.3 0.1 -0.3 -0.2464
C 0.332 3.977 -1.158 0.0 0.1 0.1 -0.0288
C -0.220 4.741 -0.145 0.0 -0.1 0.0 -0.0341
C -0.885 4.092 0.888 0.1 0.0 0.0 -0.0367
C -0.962 2.715 0.856 -0.2 0.2 0.2 -0.1021
N -0.420 1.987 -0.119 0.1 -0.1 0.2 0.0190
H -4.001 -1.173 -2.862 -0.1 0.1 -0.1 0.0398
H -2.898 -1.855 -1.684 -0.1 -0.2 0.1 -0.0164
H -2.834 -2.372 -3.371 0.1 -0.1 -0.1 0.0287
H -2.579 -0.050 -5.459 -0.1 0.0 -0.1 0.0385
H -1.281 -1.224 -5.324 0.0 -0.1 0.0 0.0184
H -0.909 0.494 -5.429 0.1 0.1 -0.1 0.0113
H -3.712 1.373 -2.550 -0.1 -0.1 0.0 0.0321
H -2.590 2.223 -3.592 0.0 0.0 -0.1 0.0324
H -2.240 2.049 -1.879 0.0 0.1 0.1 0.0046
H 1.959 -2.483 -0.610 -0.1 0.0 0.1 0.0066
H 3.022 -1.305 -1.345 0.1 0.1 0.0 0.0181
H 2.998 -2.948 -1.966 0.0 -0.1 -0.1 0.0377
H -0.956 -3.175 -2.314 -0.1 0.0 0.1 -0.0099
H 0.503 -4.148 -2.704 0.2 0.0 0.0 0.0264
H -0.432 -3.388 -3.980 -0.1 0.0 -0.1 0.0433
H 2.514 -0.582 -4.472 0.1 0.1 0.0 0.0182
H 1.065 -1.199 -5.253 -0.1 0.0 0.0 0.0199
H 2.352 -2.302 -4.788 0.1 -0.1 0.0 0.0353
H 3.333 0.777 -2.849 0.0 0.0 -0.1 0.0283
H 3.055 1.018 -1.129 0.0 0.0 0.0 0.0036
H 3.218 2.401 -2.198 -0.1 0.1 -0.1 0.0406
H 0.990 1.683 -4.941 0.1 -0.1 -0.1 0.0293
H 1.291 3.217 -4.153 0.1 0.1 0.0 0.0316
H -0.353 2.596 -4.258 -0.1 0.0 0.0 0.0239
H 0.845 4.448 -1.983 0.0 0.0 -0.1 0.1122
H -0.140 5.819 -0.156 0.0 0.0 0.0 0.1160
H -1.337 4.646 1.697 -0.1 0.0 0.0 0.1077
H -1.487 2.161 1.621 -0.1 0.0 0.0 0.1034
N -2.226 0.066 0.227 -0.3 -0.1 0.0 0.1981
C -3.391 -0.125 0.184 0.7 0.3 0.1 -0.2923
N -4.588 -0.356 0.374 0.0 -0.4 0.8 0.1223
C -5.721 -0.293 -0.266 -0.2 0.1 -0.4 -0.3753
N -6.767 -0.264 -0.748 -0.2 0.0 -0.2 0.1215
N -2.402 -1.966 2.793 0.2 0.3 0.5 -0.0192
C -1.480 -3.067 2.487 0.0 0.1 -0.4 -0.2760
P -1.293 -3.091 0.656 0.3 -0.3 0.2 0.5394
O -2.635 -3.364 0.057 -0.3 -0.1 0.1 -0.2995
O -0.488 -1.911 0.187 0.4 -0.3 0.5 -0.2186
C -0.360 -4.663 0.195 0.1 0.6 0.4 -0.1568
N -1.255 -5.318 -0.794 -0.6 0.3 -0.1 0.1118
H -1.219 -0.481 3.112 0.2 0.2 -1.0 0.1078
H -2.800 -2.076 3.719 -0.2 -0.2 -0.1 0.0902
H -3.175 -1.975 2.127 0.0 0.2 0.1 0.0708
H -1.863 -4.045 2.799 0.1 0.0 0.0 0.0963
H -0.517 -2.892 2.975 0.1 -0.1 -0.1 0.0889
H -0.202 -5.306 1.057 0.0 -0.1 0.0 0.1037
H 0.599 -4.400 -0.244 0.0 -0.1 -0.1 0.0887
H -1.436 -6.304 -0.619 0.1 0.0 0.0 0.1639
H -0.914 -5.175 -1.751 0.0 -0.1 0.1 0.1173
H -2.163 -4.718 -0.684 0.3 -0.4 -0.1 0.1193

---

Q: Which HOMO level values were calculated for the entries above? A: -9.53; -11.53, in eV.